Version i
The following is a DFT calculation (ωB97M-V/def2-TZVPD) of an isolated molecule of C5H8N2O2.

Charge   0
HOMO energy   -7.70 eV
Frontier orbital gap   7.653 eV

Cartesian coordinates (Å):
1 C 0.17 0.20 1.73
2 C -1.24 0.10 1.16
3 C -1.14 -0.83 -0.08
4 C 1.06 0.74 0.62
5 C -0.05 -0.44 -0.93
6 N 3.41 0.69 0.29
7 N 2.38 0.65 0.99
8 O 0.55 -0.04 2.84
9 O -0.55 0.44 -1.87
10 H -1.97 -0.18 1.86
11 H -1.35 1.19 0.69
12 H -1.17 -1.85 0.36
13 H -2.02 -0.64 -0.61
14 H 0.80 1.63 0.22
15 H 0.73 -1.19 -1.10
16 H 4.21 0.82 0.96
17 H 0.00 0.49 -2.59

***

Version ii
The following is a DFT calculation (ωB97M-V/def2-TZVPD) of an isolated molecule of C5H8N2O2.

Charge   0
HOMO energy   -9.66 eV
SMILES   [H]/N=C1\OCCCN1C=O
Frontier orbital gap   10.270 eV

Cartesian coordinates (Å):
1 H -2.70 -1.58 1.09
2 N -2.14 -1.27 0.03
3 C -1.22 -0.51 0.20
4 O -1.00 0.17 1.33
5 C 0.26 0.89 1.45
6 C 0.49 1.58 0.08
7 C 0.87 0.56 -1.05
8 N -0.15 -0.56 -0.71
9 C 0.15 -1.84 -1.13
10 O 0.98 -2.30 -1.93
11 H 0.96 0.20 1.78
12 H 0.23 1.70 2.36
13 H 1.34 2.56 -0.12
14 H -0.47 2.09 -0.19
15 H 0.85 0.82 -2.12
16 H 1.88 0.14 -0.55
17 H -0.35 -2.66 -0.53

***

Short version: version ii is the most stable of them.

***

Version i
The following is a DFT calculation (ωB97M-V/def2-TZVPD) of a structure of composition C13H11BN3O6S2W.

Charge   +3
HOMO energy   -19.74 eV
Frontier orbital gap   5.084 eV

Cartesian coordinates (Å):
1 W 0.58 -0.01 0.50
2 O -1.21 0.01 -2.91
3 S -0.74 0.60 -1.73
4 O -1.20 0.04 -0.38
5 O 0.80 0.22 -1.43
6 C -1.20 2.27 -1.51
7 C -1.74 2.88 -2.62
8 C -2.44 4.09 -2.44
9 C -2.63 4.63 -1.19
10 C -2.06 4.02 -0.05
11 C -1.35 2.85 -0.21
12 S -0.30 2.42 1.12
13 O -0.12 3.43 2.08
14 O 0.92 1.93 0.30
15 O -0.49 0.98 1.78
16 H -1.67 2.42 -3.60
17 H -2.86 4.59 -3.31
18 H -3.19 5.54 -1.07
19 H -2.13 4.49 0.92
20 B 4.43 -0.38 2.82
21 C 3.22 -0.35 2.11
22 N 2.17 -0.27 1.46
23 H 4.35 -1.09 3.83
24 H 5.25 -0.92 2.06
25 H 4.71 0.80 3.07
26 N 0.53 -5.47 -2.98
27 C 0.35 -4.89 -2.01
28 C 0.12 -4.15 -0.80
29 C -0.51 -4.71 0.31
30 C -0.72 -3.94 1.45
31 C -0.29 -2.64 1.46
32 N 0.32 -2.09 0.37
33 C 0.52 -2.83 -0.75
34 H -0.84 -5.75 0.28
35 H -1.19 -4.35 2.33
36 H -0.40 -2.02 2.34
37 H 1.01 -2.36 -1.59

***

Version ii
The following is a DFT calculation (ωB97M-V/def2-TZVPD) of a structure of composition C13H11BN3O6S2W.

Charge   +3
HOMO energy   -19.82 eV
Frontier orbital gap   5.200 eV

Cartesian coordinates (Å):
1 W -0.73 -0.04 0.10
2 O 2.48 -0.10 -2.09
3 S 1.59 0.49 -1.19
4 O 0.05 0.24 -1.63
5 O 1.36 -0.12 0.18
6 C 1.97 2.15 -0.74
7 C 3.06 2.70 -1.38
8 C 3.66 3.86 -0.87
9 C 3.19 4.43 0.30
10 C 2.07 3.89 0.95
11 C 1.46 2.76 0.44
12 S -0.16 2.44 1.04
13 O -0.69 3.43 1.88
14 O -0.36 0.94 1.68
15 O -0.87 2.04 -0.22
16 H 3.49 2.21 -2.25
17 H 4.50 4.29 -1.39
18 H 3.66 5.31 0.71
19 H 1.65 4.40 1.81
20 B -5.20 0.33 -0.04
21 C -3.78 0.14 0.01
22 N -2.56 -0.06 -0.02
23 H -5.64 -0.13 0.99
24 H -5.39 1.52 -0.20
25 H -5.37 -0.37 -1.04
26 N 2.92 -5.31 -0.05
27 C 1.88 -4.82 0.06
28 C 0.60 -4.19 0.17
29 C -0.58 -4.94 0.32
30 C -1.78 -4.25 0.42
31 C -1.80 -2.89 0.36
32 N -0.65 -2.13 0.21
33 C 0.53 -2.82 0.12
34 H -0.54 -6.02 0.36
35 H -2.72 -4.78 0.54
36 H -2.73 -2.36 0.42
37 H 1.44 -2.25 0.04

***

Short version: version ii is the most stable of them.